{
  "formula": "C3H4O3",
  "method": "ωB97M-V with the def2-TZVPD basis set",
  "de_lowest_kj_mol": 356.3,
  "multiplicity": 1,
  "max_force_ev_per_a": 0.561,
  "charge": 0,
  "e_homo_ev": -8.661,
  "gap_ev": 8.881,
  "elements": ["O", "C", "C", "O", "C", "O", "H", "H", "H", "H"],
  "positions_angstrom": [[-1.44764, -0.99330, 0.17763], [-0.63940, -0.21010, -0.46724], [-0.14456, 1.25655, 0.08528], [1.23254, 0.68598, 0.32120], [0.75648, -0.48188, 0.02817], [1.18732, -1.57636, 0.54153], [0.39845, -2.16946, 0.41698], [-0.71599, -0.11120, -1.57850], [-0.56252, 1.48874, 1.06265], [-0.06468, 2.11103, -0.58770]],
  "forces_ev_per_a": [[-0.21, 0.00, 0.00], [0.43, 0.32, -0.15], [-0.25, 0.13, 0.02], [0.01, -0.36, -0.16], [0.11, -0.11, 0.37], [-0.21, 0.30, -0.35], [0.13, 0.00, 0.09], [0.04, -0.07, 0.24], [0.02, -0.04, -0.12], [-0.06, -0.17, 0.07]]
}

{
  "formula": "C4H12ClCrO4S",
  "method": "ωB97M-V with the def2-TZVPD basis set",
  "multiplicity": 6,
  "max_force_ev_per_a": 3.540,
  "charge": 0,
  "e_homo_ev": [-8.887, -9.915],
  "gap_ev": [7.263, 8.540],
  "elements": ["Cr", "Cl", "O", "S", "O", "O", "C", "C", "C", "H", "H", "H", "H", "H", "H", "H", "H", "C", "O", "H", "H", "H", "H"],
  "positions_angstrom": [[17.38857, -28.37114, 6.80617], [17.72995, -27.03352, 8.91394], [13.48294, -28.27745, 12.81294], [14.29123, -28.13579, 11.61431], [14.80781, -29.29086, 10.82180], [13.42518, -27.19554, 10.52579], [13.50168, -27.43553, 9.09194], [12.58970, -26.31947, 8.43183], [15.59397, -26.82858, 11.96304], [13.00714, -28.37640, 8.85052], [14.55701, -27.37748, 8.82546], [12.76086, -25.29701, 8.76854], [11.53600, -26.53670, 8.60687], [12.73706, -26.30110, 7.35200], [16.48641, -27.37298, 12.27171], [15.21648, -26.17710, 12.75120], [15.84546, -26.31283, 11.03630], [18.77452, -30.43653, 11.64296], [18.66008, -29.83482, 10.34730], [19.53746, -30.03508, 12.30993], [17.88167, -30.58736, 12.24974], [19.13975, -31.44589, 11.45347], [18.40386, -28.91305, 10.42674]],
  "forces_ev_per_a": [[0.24, 0.71, 1.42], [-0.30, -0.66, -1.22], [0.98, -0.13, -1.65], [0.34, 0.42, -2.19], [-1.03, 2.54, 2.24], [0.13, -1.02, 1.23], [-1.21, 1.47, 0.25], [0.69, -0.64, 0.27], [-0.31, -1.49, -0.28], [0.56, -0.22, 0.07], [-0.14, -0.15, -0.40], [0.35, -0.19, 0.30], [0.08, -0.14, 0.12], [0.10, -0.22, -0.07], [-0.09, 0.02, 0.22], [-0.08, -0.17, -0.20], [-0.30, -0.09, 0.04], [0.66, -1.00, -0.37], [-0.03, -0.40, 1.07], [0.10, 0.70, -0.22], [-0.54, 0.50, -0.43], [-0.07, -0.12, -0.14], [-0.14, 0.27, -0.09]]
}